[1]
{"formula": "C2H4NP", "method": "the ωB97M-V functional and the def2-TZVPD basis", "species": ["C", "C", "N", "P", "H", "H", "H", "H"], "xyz": [[1.0491, -0.6255, 0.1483], [1.1625, 0.6884, 0.1058], [0.0846, 0.1774, 0.9508], [-1.5654, 0.4548, 0.1867], [0.8895, -1.6894, -0.1803], [1.6023, 1.6429, -0.2266], [-1.8850, -0.9795, 0.3630], [-1.3376, 0.3310, -1.3477]], "homo_lumo_gap_ev": [6.90, 8.69], "spin_multiplicity": 3, "e_tot_ev": -12910.46985, "e_lumo_ev": [1.073, -1.171], "homo_ev": [-5.8236, -9.8620], "e_above_lowest_kcal_mol": 98.9}

[2]
{"formula": "C2H2F2O2", "method": "the ωB97M-V functional and the def2-TZVPD basis", "species": ["C", "C", "O", "O", "F", "F", "H", "H"], "xyz": [[0.9737, -0.1538, 0.0111], [-0.0040, 0.7638, -0.3704], [0.9358, -1.3927, 0.1530], [-0.7420, 1.4815, 0.3414], [2.2735, 0.4152, -0.0701], [-1.5174, -1.4452, -0.0163], [-0.5598, -1.7386, 0.1945], [-1.3598, 2.0697, -0.2432]], "homo_lumo_gap_ev": 9.29, "e_tot_ev": -11633.26068, "e_lumo_ev": -0.816, "homo_ev": -10.1073, "e_above_lowest_kcal_mol": 68.8}